The following is a quantum chemistry calculation of 8 unconnected molecules or ions with the total composition C31H50N2O16 in a non-equilibrium geometry, from the OMol25 dataset.

The geometry in XYZ format:
```
99
Properties=species:S:1:pos:R:3:mulliken_charge:R:1
O -2.26 -0.77 1.17 -0.3121
O 1.44 4.13 0.43 -0.5977
O -7.10 2.42 -0.20 -0.3193
O 3.32 -6.83 -0.18 -0.6083
O 6.21 8.77 4.92 -0.5823
O -0.60 -8.76 -3.63 -0.5533
O -8.54 4.12 0.01 -0.5896
O -0.50 3.02 0.39 -0.3273
O 2.88 -7.01 -2.37 -0.3839
O -1.41 -5.09 1.74 -0.3765
O -4.23 -0.36 0.24 -0.5731
O 0.71 -8.65 -5.44 -0.3609
O 6.80 10.91 4.58 -0.3599
O 3.87 9.39 -0.11 -0.5988
O 3.97 7.27 -0.84 -0.3881
O -2.21 -4.61 -0.30 -0.6045
N -3.76 -2.55 0.56 -0.4280
N 0.34 -2.62 0.14 -0.3592
C 0.06 -1.33 0.80 -0.9429
C 4.50 10.49 4.89 -0.3156
C 4.67 11.87 4.26 -0.4704
C 2.71 -6.47 -1.14 0.4446
C 1.68 -5.36 -1.20 0.4765
C 0.29 4.08 0.13 0.4044
C -0.75 -10.48 -5.34 -0.4374
C -6.73 1.25 0.57 -0.0258
C 0.86 -9.38 -6.67 -0.4561
C -0.88 -6.25 2.41 -0.4430
C 0.33 -10.77 -6.37 -0.5167
C -0.24 -9.23 -4.67 0.5003
C 4.12 8.23 0.10 0.4770
C 5.90 9.91 4.80 0.5266
C -1.49 -7.44 1.69 -0.6005
C -3.45 -1.19 0.62 0.3354
C 5.10 6.26 0.96 -0.6536
C 4.24 5.97 -0.26 0.0022
C 0.98 -5.63 -2.52 -0.2670
C 6.13 12.18 4.58 -0.4296
C -7.08 1.60 2.00 -0.5143
C 4.59 7.62 1.40 -0.1554
C 2.08 -6.30 -3.33 -0.0028
C -1.19 -0.63 0.22 0.3774
C -1.81 3.21 -0.19 -0.3810
C -1.81 -5.42 0.48 0.5798
C -0.50 5.14 -0.63 -0.3098
C -8.01 3.15 0.47 0.4720
C -1.94 4.71 -0.37 -0.6237
C -1.63 -6.91 0.26 -0.1941
C -8.28 2.52 1.83 -0.3898
H -2.47 -7.66 2.10 0.2806
H -2.56 2.79 0.47 0.3123
H -7.30 0.40 0.20 0.1399
H -3.67 -2.95 -0.36 0.3225
H 5.37 8.22 1.86 0.1597
H 1.00 -5.41 -0.35 -0.5390
H -2.49 -7.33 -0.25 0.3959
H 4.75 5.35 -0.99 0.3380
H -3.26 -3.09 1.25 0.2721
H 6.59 12.83 3.83 0.3189
H 0.57 -4.74 -3.00 0.4443
H 6.25 12.64 5.56 0.2599
H 1.12 -11.38 -5.92 0.2760
H 1.91 -9.38 -6.96 0.3331
H 2.20 -4.40 -1.20 0.2356
H -1.84 2.67 -1.14 0.2730
H 0.71 -3.25 0.85 0.2241
H -0.92 0.42 0.09 -0.3164
H -2.30 5.16 0.56 0.2929
H -0.89 -8.34 1.77 0.3600
H 0.16 -6.33 -2.37 0.0091
H 0.21 -6.23 2.33 0.2649
H -7.27 0.73 2.62 0.3575
H -0.15 -1.54 1.85 0.3893
H 0.29 -8.87 -7.45 0.2662
H 1.13 -2.47 -0.48 0.1722
H -0.03 -11.29 -7.26 0.3294
H 2.72 -5.57 -3.84 0.2482
H -9.22 1.97 1.78 0.2401
H -2.64 4.99 -1.16 0.3326
H -0.87 -11.29 -4.62 0.3019
H -6.25 2.16 2.46 0.2615
H 5.03 5.48 1.72 0.3517
H 4.54 11.80 3.18 0.2408
H 3.80 9.87 4.34 0.2275
H 6.15 6.34 0.66 0.3001
H 3.73 7.53 2.08 0.2297
H -1.72 -10.26 -5.80 0.2601
H -8.34 3.29 2.59 0.2972
H 3.98 12.62 4.64 0.3222
H -1.15 -6.21 3.46 0.3520
H 3.29 5.51 0.00 -0.0416
H -0.28 6.13 -0.24 0.3072
H 1.68 -6.99 -4.06 -0.0432
H 4.22 10.55 5.94 0.2764
H -5.67 1.04 0.43 0.1765
H -1.45 -1.01 -0.78 0.3923
H 0.92 -0.65 0.76 0.4217
H -0.73 -7.07 -0.33 -0.0286
H -0.24 5.08 -1.68 0.2577
```

Its charge is 0. The value obtained for the gap between HOMO and LUMO is 0.36719 Eh. The value obtained for the energy is -68699.5450 eV. The HOMO energy is -9.5 eV. For the LUMO energy, the calculation gives 0.4538 eV.